Record 1
C15H51Fe2O20P | ωB97M-V/def2-TZVPD

Positions of all 89 atoms, in Å:
Fe -6.757 -6.476 29.322
Fe -8.249 -8.423 26.368
O -5.263 -5.608 28.329
H -5.123 -6.204 27.568
P -8.904 -7.886 28.776
O -8.183 -7.561 30.059
O -8.792 -9.266 28.099
O -7.959 -7.146 27.787
O -10.342 -7.225 28.531
C -11.825 -6.548 31.352
C -11.901 -5.182 30.587
O -10.777 -5.006 29.740
O -12.043 -7.624 30.438
H -12.574 -6.518 32.143
H -10.860 -6.562 31.859
H -12.044 -4.333 31.256
H -12.780 -5.119 29.946
H -10.616 -5.805 29.233
H -11.340 -7.539 29.790
C -7.705 -4.132 30.877
C -7.151 -5.127 31.948
O -6.283 -5.999 31.346
O -8.111 -4.864 29.739
H -6.845 -3.500 30.653
H -8.554 -3.519 31.178
H -7.972 -5.723 32.348
H -6.683 -4.589 32.772
H -5.989 -6.626 32.011
H -9.053 -4.709 29.639
C -10.621 -9.779 25.194
C -9.402 -10.540 24.629
O -8.261 -10.234 25.385
O -10.305 -8.469 25.569
H -10.864 -10.237 26.153
H -11.487 -9.851 24.536
H -9.357 -10.212 23.591
H -9.518 -11.624 24.651
H -7.578 -10.892 25.234
H -11.104 -8.106 25.957
C -4.312 -8.633 29.919
C -3.685 -9.559 28.838
O -3.514 -8.937 27.619
O -5.681 -8.335 29.632
H -3.729 -7.712 29.929
H -4.166 -9.124 30.881
H -4.190 -10.512 28.682
H -2.667 -9.797 29.147
H -2.988 -9.469 27.018
H -6.126 -9.185 29.610
C -5.550 -7.995 25.160
C -6.534 -6.957 24.593
O -7.877 -7.439 24.544
O -6.024 -8.528 26.424
H -4.517 -7.701 25.347
H -5.525 -8.865 24.504
H -6.241 -6.507 23.644
H -6.650 -6.130 25.293
H -8.294 -7.238 23.703
H -5.301 -8.573 27.053
C -11.498 -10.767 29.264
O -10.254 -11.196 28.773
H -12.060 -11.651 29.568
H -11.363 -10.139 30.145
H -12.059 -10.222 28.505
H -9.652 -10.479 28.560
C -10.064 -4.243 26.706
O -10.264 -5.570 26.318
H -9.248 -4.108 27.415
H -9.929 -3.663 25.792
H -10.947 -3.836 27.199
H -10.256 -6.058 27.145
C -9.418 -9.923 32.088
O -8.457 -8.930 32.226
H -9.366 -10.352 31.087
H -9.214 -10.698 32.827
H -10.387 -9.522 32.386
H -8.578 -8.384 31.446
C -6.968 -12.111 28.770
O -6.845 -10.686 29.011
H -6.112 -12.752 28.979
H -7.805 -12.474 29.366
H -7.195 -12.206 27.708
H -7.584 -10.202 28.636
C -13.360 -6.735 27.577
O -12.389 -7.657 27.130
H -13.860 -7.221 28.414
H -12.961 -5.832 28.039
H -14.028 -6.478 26.754
H -11.627 -7.589 27.710

The value obtained for the calculated total energy is -4975.5398 Ha. The total charge is +1. The spin multiplicity is 10.



Record 2
C15H52N10O11 | ωB97M-V/def2-TZVPD

Positions of all 88 atoms, in Å:
C 0.318 5.369 -1.834
C -0.064 4.841 -0.501
O 1.006 4.250 0.181
H -0.467 5.916 -2.337
H 0.484 4.549 -2.482
H 1.324 5.788 -1.962
H -0.935 4.230 -0.521
H -0.223 5.688 0.124
H 1.252 4.937 0.854
C -3.415 0.215 2.262
C -3.360 -0.785 1.125
O -3.726 -2.075 1.522
H -2.987 -0.309 3.097
H -4.438 0.252 2.596
H -3.041 1.218 2.088
H -2.339 -0.820 0.650
H -3.932 -0.426 0.353
H -3.874 -2.619 0.763
C -0.785 -2.780 -0.891
C -0.970 -3.889 -1.955
O -0.911 -5.180 -1.351
H 0.139 -3.045 -0.493
H -1.586 -2.721 -0.164
H -0.595 -1.753 -1.335
H -0.250 -3.847 -2.747
H -1.929 -3.735 -2.383
H -0.886 -5.841 -2.043
C -0.084 2.708 3.473
C 0.073 1.437 4.278
O -0.135 0.237 3.493
H 0.407 3.478 3.952
H -1.113 2.886 3.168
H 0.465 2.564 2.587
H -0.487 1.443 5.173
H 1.056 1.494 4.648
H -0.784 -0.285 3.955
C -0.453 1.318 -3.285
O -1.434 2.356 -3.291
N -0.693 0.042 -3.235
N 0.810 1.538 -3.473
H -1.618 -0.167 -3.049
H -0.043 -0.712 -3.456
H 1.026 2.436 -3.907
H 1.238 0.813 -3.980
C 2.669 -0.522 -1.822
O 3.178 -0.112 -3.005
N 3.050 -1.618 -1.261
N 2.201 0.140 -0.857
H 3.674 -2.192 -1.953
H 2.248 -2.206 -1.015
H 2.330 1.230 -1.158
H 1.247 0.061 -0.567
C 2.795 -2.394 1.879
O 2.253 -3.443 1.107
N 4.077 -2.142 2.004
N 2.344 -1.166 1.838
H 4.599 -3.042 1.816
H 4.483 -1.643 2.819
H 1.433 -1.269 1.410
H 2.007 -1.112 2.804
C 3.322 3.185 -1.908
O 3.708 4.491 -1.516
N 4.107 2.323 -2.524
N 2.272 2.564 -1.560
H 4.935 2.632 -2.988
H 3.914 1.409 -2.846
H 1.689 3.192 -0.898
H 1.680 2.122 -2.358
C -0.728 -3.359 2.991
O -0.269 -2.671 1.850
N -1.922 -3.229 3.403
N -0.011 -4.156 3.792
H -2.561 -2.753 2.717
H -2.345 -3.779 4.251
H 0.754 -4.568 3.309
H -0.493 -4.878 4.438
C -3.606 -1.217 -2.420
O -3.828 -1.086 -3.821
H -3.835 -0.203 -2.049
H -2.555 -1.339 -2.162
H -4.217 -1.941 -2.021
H -3.454 -1.926 -4.226
C -0.650 1.125 0.152
O 0.058 0.068 0.879
H -1.518 1.487 0.750
H -1.019 0.688 -0.812
H -0.066 2.062 0.012
H 0.012 0.174 1.852

The relative energy (zero: lowest compared OMol25 entry of this formula, charge and spin) comes out at 711.4 kJ/mol. The value obtained for the calculated total energy is -1977.5605 Ha.



Record 3
C15H52N4O11 | ωB97M-V/def2-TZVPD

Positions of all 82 atoms, in Å:
C -5.299 -1.591 -24.932
C -5.352 -0.308 -24.114
O -4.025 0.200 -24.100
H -6.281 -2.160 -24.987
H -4.511 -2.213 -24.540
H -5.070 -1.286 -25.947
H -5.697 -0.481 -23.123
H -6.037 0.438 -24.373
H -4.053 1.138 -24.354
C -2.657 -2.697 -22.541
C -1.703 -2.506 -23.759
O -1.428 -1.144 -23.829
H -2.796 -3.787 -22.471
H -3.589 -2.242 -22.822
H -2.293 -2.337 -21.624
H -2.149 -2.933 -24.646
H -0.801 -3.129 -23.569
H -2.300 -0.740 -23.657
C -4.844 -5.728 -24.073
C -4.896 -7.052 -23.224
O -4.132 -6.794 -22.092
H -5.361 -4.936 -23.430
H -5.361 -5.878 -25.055
H -3.879 -5.284 -24.276
H -4.507 -7.976 -23.777
H -5.995 -7.192 -22.992
H -4.340 -7.483 -21.468
C 1.414 -1.107 -25.884
C 2.716 -0.503 -25.335
O 2.377 0.190 -24.161
H 1.603 -1.728 -26.836
H 0.700 -0.297 -26.210
H 0.960 -1.780 -25.208
H 3.130 0.192 -26.050
H 3.543 -1.144 -25.125
H 2.193 -0.488 -23.534
C 1.235 -2.052 -21.531
O 0.640 -3.299 -21.413
N 2.374 -1.751 -21.023
N 0.758 -1.037 -22.192
H 2.634 -2.308 -20.246
H 2.776 -0.788 -21.159
H 0.980 -0.084 -21.945
H -0.135 -1.149 -22.700
C -4.896 -3.813 -20.225
O -4.709 -2.573 -19.633
N -4.020 -4.717 -20.259
N -6.006 -4.087 -20.793
H -3.113 -4.453 -19.842
H -3.928 -5.504 -20.931
H -6.834 -3.444 -20.762
H -6.112 -4.889 -21.422
C 2.411 -4.113 -23.954
O 3.297 -3.000 -23.643
H 2.865 -4.756 -24.699
H 1.430 -3.820 -24.252
H 2.316 -4.801 -23.070
H 3.055 -2.586 -22.831
C -2.374 0.117 -20.792
O -2.523 1.151 -19.835
H -1.328 -0.205 -20.714
H -2.560 0.326 -21.767
H -3.079 -0.634 -20.398
H -1.901 1.826 -20.087
C -1.258 -4.831 -18.678
O -1.476 -3.736 -19.552
H -0.178 -5.011 -18.595
H -1.677 -5.738 -18.990
H -1.680 -4.587 -17.690
H -0.646 -3.602 -20.036
C -0.815 -5.932 -22.125
O -1.667 -6.395 -23.114
H -1.194 -5.147 -21.470
H 0.096 -5.524 -22.600
H -0.483 -6.717 -21.482
H -2.533 -6.530 -22.749
C -0.928 1.918 -24.544
O 0.496 2.178 -24.542
H -1.294 1.512 -23.636
H -1.222 1.217 -25.341
H -1.382 2.894 -24.763
H 1.013 1.350 -24.597

The relative energy (zero: lowest compared OMol25 entry of this formula, charge and spin) comes out at 30.2 kJ/mol. The value obtained for the calculated total energy is -1649.1976 Ha.



Record 4
C15H52O13 | ωB97M-V/def2-TZVPD

Positions of all 80 atoms, in Å:
O -2.233 2.533 18.859
C -1.121 2.960 18.616
O -0.369 2.688 17.554
C -0.951 2.012 16.457
C 0.138 1.377 15.531
C -0.452 3.871 19.550
H -1.505 2.703 15.821
H -1.688 1.243 16.686
H 0.759 0.755 16.176
H 0.758 2.145 15.067
H -0.275 0.827 14.685
H -1.060 4.255 20.370
H -0.139 4.774 19.026
H 0.418 3.335 19.928
C -3.176 0.243 21.335
O -3.220 -1.155 21.163
H -2.186 0.553 20.999
H -3.923 0.795 20.764
H -3.296 0.554 22.373
H -4.127 -1.398 20.962
C -7.925 -2.964 13.562
O -6.656 -2.486 14.066
H -7.925 -3.882 12.973
H -8.716 -3.123 14.295
H -8.372 -2.258 12.863
H -6.499 -2.973 14.878
C -3.005 0.951 14.003
O -4.015 0.491 13.116
H -3.291 0.835 15.049
H -2.133 0.379 13.687
H -2.806 2.005 13.809
H -3.737 0.681 12.217
C -8.005 0.307 17.086
O -7.769 -1.018 16.704
H -8.051 0.404 18.171
H -7.121 0.899 16.850
H -8.911 0.666 16.596
H -8.544 -1.532 16.944
C -6.448 -0.964 20.475
O -5.547 -2.063 20.381
H -6.670 -0.633 21.490
H -5.912 -0.083 20.121
H -7.347 -1.183 19.898
H -6.007 -2.835 20.718
C -5.294 3.611 14.648
O -5.686 2.440 15.303
H -5.691 3.488 13.640
H -5.771 4.458 15.141
H -4.206 3.677 14.681
H -5.508 2.672 16.217
C -3.539 -3.366 13.354
O -4.011 -2.178 14.014
H -3.686 -3.432 12.276
H -2.454 -3.459 13.404
H -3.928 -4.205 13.931
H -3.527 -2.125 14.841
C -6.977 -4.250 17.402
O -6.006 -3.716 16.483
H -7.857 -4.545 16.830
H -6.681 -5.193 17.860
H -7.204 -3.534 18.192
H -5.127 -3.738 16.870
C -1.178 -3.901 19.970
O -1.758 -2.823 19.220
H -0.882 -4.790 19.413
H -0.389 -3.537 20.628
H -1.891 -4.246 20.719
H -2.284 -2.241 19.774
C -7.996 0.548 13.611
O -6.576 0.346 13.878
H -8.426 1.429 14.088
H -8.147 0.727 12.546
H -8.700 -0.249 13.848
H -6.265 1.123 14.349
C -4.071 -0.412 17.239
O -4.948 -0.793 16.156
H -3.021 -0.577 16.998
H -4.120 0.662 17.419
H -4.349 -0.907 18.170
H -5.827 -0.920 16.520

The relative energy (zero: lowest compared OMol25 entry of this formula, charge and spin) comes out at 284.0 kJ/mol. The value obtained for the calculated total energy is -1580.5507 Ha.



Record 5
C15H54N18O12 | ωB97M-V/def2-TZVPD

Positions of all 99 atoms, in Å:
C -2.567 4.451 -2.348
C -1.774 4.130 -1.125
O -0.457 4.082 -1.523
H -2.465 3.681 -3.108
H -2.130 5.340 -2.843
H -3.582 4.758 -2.368
H -2.025 3.190 -0.585
H -1.909 4.934 -0.453
H 0.036 3.917 -0.708
C -3.200 -0.220 2.623
C -2.287 0.116 1.515
O -2.749 1.098 0.636
H -2.619 -0.547 3.453
H -4.010 -0.983 2.407
H -3.716 0.695 2.935
H -1.698 -0.730 1.187
H -1.544 0.611 2.100
H -2.359 1.061 -0.241
C 2.052 -3.628 0.586
C 1.802 -3.384 2.043
O 0.906 -2.311 2.139
H 2.945 -4.240 0.384
H 2.275 -2.706 0.118
H 1.148 -4.135 0.209
H 2.732 -3.117 2.539
H 1.554 -4.333 2.613
H 0.762 -2.089 3.065
C 0.636 2.921 1.905
O 0.590 3.671 0.724
N -0.324 2.954 2.764
N 1.469 1.918 2.064
H -1.117 3.597 2.639
H -0.477 2.262 3.500
H 2.435 1.967 1.617
H 1.430 1.384 2.976
C -3.858 -1.583 -2.137
O -4.921 -1.950 -2.921
N -2.622 -1.646 -2.484
N -4.140 -1.233 -0.872
H -2.480 -1.747 -3.522
H -1.827 -1.432 -1.842
H -5.083 -1.369 -0.619
H -3.413 -0.744 -0.261
C -0.969 1.368 -3.807
O -0.860 0.463 -4.877
N -0.380 2.492 -3.804
N -1.683 1.134 -2.744
H -0.090 2.715 -4.773
H -0.328 3.208 -3.086
H -2.108 0.156 -2.799
H -2.393 1.803 -2.376
C 3.733 -0.167 -1.519
O 4.787 -0.697 -2.238
N 2.702 0.382 -2.123
N 3.674 -0.249 -0.296
H 2.778 0.445 -3.172
H 1.839 0.636 -1.637
H 4.454 -0.822 0.163
H 2.697 -0.299 0.087
C 0.207 -0.239 5.228
O 0.446 0.022 3.831
N -0.655 -1.015 5.811
N 0.820 0.533 6.040
H -1.154 -1.609 5.096
H -0.931 -1.006 6.782
H 1.466 1.187 5.698
H 0.699 0.670 7.089
C 0.333 -0.188 -0.431
O -0.402 -1.201 -0.941
N 0.253 1.079 -0.886
N 1.005 -0.207 0.656
H -0.422 1.084 -1.746
H 0.734 1.820 -0.484
H 1.039 -1.156 1.195
H 1.140 0.650 1.275
C -2.175 -4.226 0.997
O -3.163 -5.074 1.483
N -2.309 -3.213 0.267
N -1.061 -4.210 1.611
H -3.222 -2.835 0.103
H -1.602 -2.683 -0.192
H -0.851 -5.121 2.025
H -0.292 -3.516 1.432
C 1.209 -2.515 -3.697
O 0.093 -1.746 -3.567
N 2.263 -2.400 -2.975
N 1.312 -3.544 -4.492
H 2.393 -1.442 -2.561
H 3.016 -3.088 -2.769
H 0.453 -3.705 -5.110
H 2.079 -4.134 -4.737
C 3.638 3.221 -0.110
O 3.811 4.557 0.246
N 3.036 2.795 -1.210
N 3.835 2.278 0.755
H 2.855 3.494 -1.958
H 2.992 1.808 -1.595
H 4.217 2.419 1.742
H 3.621 1.278 0.320

The relative energy (zero: lowest compared OMol25 entry of this formula, charge and spin) comes out at 1395.1 kJ/mol. The value obtained for the calculated total energy is -2492.2607 Ha.